Record 1
The following is a DFT calculation (wB97M-V/def2-TZVPD) of C29H30N6O3PPbS5Sb as an isolated structure.

Values from the calculation:
Total energy: -4442.9254 Ha
Charge: -2
HOMO-LUMO gap: 5.63 eV
Relative energy (zero: lowest compared OMol25 entry of this formula, charge and spin): 56.8 kcal/mol
Strongest force on any atom: 1.90 eV/A
HOMO level: -1.8430 eV
E_LUMO: 3.79 eV

Atoms and positions in Å:
Pb (-0.898, -0.370, 0.140)
Sb (-3.583, -2.278, -1.049)
S (-1.316, -2.867, -0.254)
S (-1.410, -0.079, 3.386)
S (-3.193, 0.133, -0.964)
S (-5.139, -3.130, 0.402)
S (-3.853, -2.886, -3.248)
P (2.560, -0.236, -0.413)
O (-2.372, 0.021, 2.300)
O (-1.570, 0.898, 4.437)
O (-0.682, 3.545, -0.355)
N (0.019, -0.050, 2.636)
N (1.434, 1.447, 1.676)
N (2.758, -0.459, -2.124)
N (0.468, -0.379, -2.455)
N (1.120, 1.442, 4.034)
N (-2.433, -5.534, 5.527)
C (-1.662, -1.926, 5.440)
C (-1.890, -2.754, 3.202)
C (0.844, -0.008, -5.187)
C (6.140, 0.974, 1.194)
C (1.694, -0.293, -2.970)
C (2.105, -4.332, -0.331)
C (2.191, -4.601, 1.023)
C (-2.144, -4.020, 3.675)
C (1.885, 2.499, 4.116)
C (0.855, 0.959, 2.802)
C (2.345, -3.562, 1.927)
C (-0.431, -0.147, -4.658)
C (-0.307, 3.395, -1.699)
C (1.925, -0.069, -4.334)
C (5.358, -0.816, -0.773)
C (-2.145, -4.260, 5.048)
C (6.701, -0.603, -0.517)
C (1.161, 3.006, -1.844)
C (4.384, -0.112, -0.067)
C (-1.638, -1.713, 4.076)
C (-1.915, -3.198, 5.926)
C (7.100, 0.297, 0.460)
C (2.166, 2.530, 1.792)
C (2.216, -3.033, -0.792)
C (-0.560, -0.312, -3.290)
C (2.413, -1.993, 0.106)
C (4.797, 0.766, 0.930)
C (2.434, 3.138, 3.009)
C (2.457, -2.261, 1.470)
H (-1.878, -2.565, 2.146)
H (-1.491, -1.089, 6.104)
H (1.932, -5.136, -1.032)
H (2.087, 2.849, 5.125)
H (0.992, 0.158, -6.245)
H (2.565, -1.440, 2.166)
H (5.070, -1.546, -1.517)
H (3.647, -0.181, -2.518)
H (-2.358, -4.818, 2.982)
H (7.455, -1.143, -1.075)
H (8.150, 0.467, 0.657)
H (2.370, -3.764, 2.990)
H (6.431, 1.669, 1.971)
H (-1.312, -0.129, -5.280)
H (-0.601, 2.686, 0.082)
H (2.118, -5.620, 1.380)
H (-0.941, 2.654, -2.203)
H (2.128, -2.827, -1.848)
H (1.427, 2.916, -2.895)
H (-1.948, -3.381, 6.994)
H (-0.488, 4.374, -2.158)
H (3.045, 4.022, 3.085)
H (-2.056, -5.748, 6.438)
H (4.048, 1.295, 1.498)
H (1.339, 2.052, -1.349)
H (-2.305, -6.266, 4.844)
H (1.784, 3.767, -1.379)
H (2.941, 0.049, -4.690)
H (-1.544, -0.366, -2.847)
H (2.565, 2.927, 0.862)


Record 2
The following is a DFT calculation (wB97M-V/def2-TZVPD) of C29H30N6O7PbSSi as an isolated structure.

Values from the calculation:
Total energy: -2858.1146 Ha
Charge: +2
HOMO-LUMO gap (alpha / beta): 5.14 / 5.27 eV
Relative energy (zero: lowest compared OMol25 entry of this formula, charge and spin): 31.3 kcal/mol
Strongest force on any atom: 1.59 eV/A
HOMO level (alpha / beta): -14.6626 / -14.8108 eV
E_LUMO (alpha / beta): -9.52 / -9.54 eV

Atoms and positions in Å:
Pb (0.283, 0.021, -0.011)
S (1.217, 0.384, -2.651)
Si (1.809, -1.379, -5.619)
O (5.377, 4.364, 5.213)
O (-2.325, -0.022, 0.397)
O (1.428, 0.856, 2.069)
O (3.464, 4.559, 4.249)
O (2.718, -0.165, 0.615)
O (7.235, -1.044, 2.751)
O (8.108, 0.494, 3.980)
N (7.221, 0.010, 3.333)
N (4.497, 3.984, 4.493)
N (-0.807, 7.823, 0.326)
N (0.151, -1.951, 1.574)
N (-0.207, 2.532, 0.129)
N (-0.280, -1.615, -1.977)
C (4.929, 0.272, 2.492)
C (-0.362, 3.235, -0.988)
C (2.892, 0.135, -5.279)
C (3.739, 0.982, 2.440)
C (-0.984, -2.716, -2.108)
C (-0.509, 4.610, -0.988)
C (-0.655, 6.691, 0.290)
C (-0.203, -2.878, 3.717)
C (-0.995, -3.451, -3.283)
C (5.975, 0.785, 3.250)
C (4.682, 2.689, 3.833)
C (0.470, -1.124, -2.979)
C (1.183, -4.012, 2.139)
C (0.578, -1.009, -7.045)
C (-0.172, 3.165, 1.298)
C (-1.315, -0.719, 3.087)
C (-0.487, 5.279, 0.238)
C (5.877, 1.992, 3.930)
C (-2.915, -1.095, 1.131)
C (-0.189, -2.988, -4.313)
C (0.581, -1.844, -4.185)
C (0.608, -3.952, 3.402)
C (-0.306, 4.538, 1.406)
C (-0.423, -1.878, 2.772)
C (3.612, 2.189, 3.111)
C (0.933, -2.979, 1.255)
C (2.867, -2.949, -5.814)
C (2.551, 0.506, 1.650)
C (-2.769, -0.953, 2.645)
H (-0.026, -1.877, -7.289)
H (3.460, -3.162, -4.929)
H (-2.409, -2.001, 0.789)
H (-0.365, 2.680, -1.916)
H (-0.637, 5.151, -1.912)
H (5.050, -0.663, 1.964)
H (-0.168, -3.538, -5.242)
H (-3.369, -0.116, 3.006)
H (0.797, -4.725, 4.131)
H (1.821, -4.830, 1.845)
H (-3.156, -1.863, 3.105)
H (1.152, -0.740, -7.925)
H (1.377, -2.968, 0.268)
H (-1.604, -4.334, -3.391)
H (3.561, -2.817, -6.638)
H (2.273, -3.831, -6.031)
H (-0.664, -2.796, 4.687)
H (3.421, 0.053, -4.330)
H (6.707, 2.380, 4.507)
H (-0.267, 5.019, 2.371)
H (-1.294, -0.544, 4.163)
H (2.324, 1.062, -5.269)
H (2.692, 2.752, 3.074)
H (-0.008, 2.552, 2.172)
H (3.652, 0.236, -6.053)
H (-0.089, -0.183, -6.817)
H (-2.696, 0.809, 0.721)
H (-3.979, -1.161, 0.871)
H (-0.923, 0.172, 2.595)
H (-1.583, -2.998, -1.253)


Record 3
The following is a DFT calculation (wB97M-V/def2-TZVPD) of a 2-piece molecular cluster, C29H30NSi overall.

Values from the calculation:
Total energy: -1467.0469 Ha
Charge: +1
HOMO-LUMO gap: 4.67 eV
Relative energy (zero: lowest compared OMol25 entry of this formula, charge and spin): 0.0 kcal/mol
Strongest force on any atom: 1.00 eV/A
HOMO level: -10.0589 eV
E_LUMO: -5.39 eV

Atoms and positions in Å:
Si (5.621, -0.777, 2.856)
N (3.818, -0.060, 4.905)
C (4.277, -1.689, 6.648)
C (4.075, -4.059, 0.938)
C (9.983, -2.244, 2.457)
C (7.755, -2.556, 3.269)
C (4.950, -3.144, 1.489)
C (9.603, -1.045, 1.884)
C (-0.429, -1.196, -0.698)
C (5.666, 2.040, 2.696)
C (3.176, -0.845, 5.988)
C (-2.859, -0.646, -0.687)
C (-1.774, 1.599, -0.677)
C (0.173, 0.048, -0.682)
C (-0.426, 1.294, -0.672)
C (8.299, -0.606, 2.005)
C (2.232, -2.672, 1.570)
C (-1.777, -1.505, -0.698)
C (4.466, -2.000, 2.085)
C (9.058, -2.998, 3.152)
C (5.178, 3.297, 0.718)
C (4.945, 2.120, 0.033)
C (2.714, -3.823, 0.976)
C (5.429, 0.866, 2.013)
C (5.072, 0.906, 0.682)
C (3.110, -1.763, 2.127)
C (-2.856, 0.737, -0.683)
C (5.194, -0.589, 4.691)
C (7.376, -1.361, 2.697)
C (5.328, -1.860, 5.541)
C (5.539, 3.256, 2.050)
H (4.897, -0.015, 0.153)
H (6.345, -1.991, 5.938)
H (9.349, -3.933, 3.602)
H (5.956, 2.004, 3.732)
H (1.253, 0.046, -0.678)
H (11.001, -2.591, 2.364)
H (4.455, -4.958, 0.482)
H (4.710, -1.153, 7.504)
H (2.747, -0.870, 2.609)
H (0.244, -2.040, -0.712)
H (3.866, 0.931, 5.157)
H (7.995, 0.328, 1.562)
H (5.077, 4.248, 0.215)
H (5.722, 4.171, 2.589)
H (7.027, -3.146, 3.799)
H (5.094, -2.742, 4.930)
H (2.418, -1.493, 5.533)
H (2.657, -0.200, 6.709)
H (5.930, 0.147, 5.034)
H (2.029, -4.540, 0.551)
H (4.666, 2.150, -1.008)
H (1.172, -2.485, 1.606)
H (-3.832, -1.115, -0.683)
H (-3.828, 1.207, -0.683)
H (3.901, -2.650, 7.023)
H (-2.014, -2.559, -0.707)
H (10.324, -0.454, 1.342)
H (-2.017, 2.651, -0.676)
H (6.012, -3.319, 1.461)
H (0.248, 2.139, -0.660)


Record 4
The following is a DFT calculation (wB97M-V/def2-TZVPD) of one molecule with the formula C29H30O6.

Values from the calculation:
Total energy: -1574.5519 Ha
Charge: 0
HOMO-LUMO gap: 9.16 eV
Relative energy (zero: lowest compared OMol25 entry of this formula, charge and spin): 0.0 kcal/mol
Strongest force on any atom: 0.73 eV/A
HOMO level: -9.1177 eV
E_LUMO: 0.04 eV

Atoms and positions in Å:
O (1.278, -1.193, 0.984)
O (3.037, 0.708, -0.583)
O (0.845, 0.459, -1.014)
O (0.277, -1.013, -4.886)
O (-0.523, 0.851, -3.924)
O (-3.725, 1.263, -2.971)
C (0.518, 0.946, 0.270)
C (-2.360, -0.305, -1.860)
C (-1.868, 0.516, -4.248)
C (3.724, -0.738, -3.071)
C (0.367, 0.152, 2.698)
C (1.775, 0.527, -3.769)
C (-1.510, -1.404, -1.970)
C (-3.308, -0.460, 1.815)
C (0.679, -0.787, 3.683)
C (4.044, 1.257, -4.145)
C (-0.800, 0.784, 6.784)
C (3.466, -0.969, -4.565)
C (-1.823, -1.903, 0.378)
C (-1.466, 2.764, 4.744)
C (-0.396, 0.571, 5.360)
C (0.771, -0.146, 1.311)
C (2.152, 0.305, -1.286)
C (-0.713, 1.522, 4.380)
C (-2.671, -0.794, 0.501)
C (-2.926, -0.018, -0.615)
C (-1.561, -2.798, 1.546)
C (-2.747, 0.549, -2.996)
C (-1.253, -2.182, -0.859)
C (2.287, -0.386, -2.620)
C (2.944, 0.453, -4.791)
C (0.301, -0.573, 4.992)
C (-0.327, 1.304, 3.067)
C (0.454, 0.012, -4.280)
C (4.499, 0.553, -3.116)
H (-0.479, -0.047, 7.405)
H (-0.358, 1.701, 7.172)
H (1.133, 1.821, 0.516)
H (-3.587, 0.834, -0.546)
H (4.321, 2.249, -4.450)
H (-2.245, 1.263, -4.953)
H (-0.915, 3.343, 5.484)
H (1.222, -1.674, 3.396)
H (-1.279, -2.221, 2.425)
H (-2.434, 2.512, 5.176)
H (-2.550, -0.251, 2.571)
H (-1.898, -0.476, -4.717)
H (-1.078, -1.682, -2.917)
H (-1.883, 0.882, 6.864)
H (-0.762, -3.498, 1.319)
H (-3.908, -1.297, 2.170)
H (2.723, -1.735, -4.773)
H (4.171, -1.546, -2.499)
H (0.550, -1.306, 5.745)
H (-0.598, -3.036, -0.951)
H (-1.629, 3.387, 3.869)
H (-0.582, 2.045, 2.326)
H (5.237, 0.833, -2.389)
H (-0.539, 1.212, 0.226)
H (2.661, 0.730, -5.803)
H (4.378, -1.170, -5.125)
H (-3.951, 0.411, 1.719)
H (1.620, 1.552, -3.426)
H (-2.461, -3.362, 1.793)
H (1.684, -1.297, -2.573)